Entry 1:
C19H38BrFIN2O5P | wB97M-V/def2-TZVPD

Properties
- SMILES = F[PH](Br)(I)COc1ccccc1.COCCNCCOC.COCCNCCOC
- HOMO level (Eh) = -0.3150
- charge = 0
- electronic energy (hartree) = -4545.2619
- largest force on an atom (eV/Å) = 3.33
- lowest unoccupied orbital energy (eV) = 0.1

Geometry (Å):
H  -3.76621  1.08594  1.23407
C  -3.62175  -1.83290  -1.12139
C  -0.99326  2.01037  -0.29188
H  -3.92216  -0.71227  -3.06547
C  -3.87863  -3.13291  -0.51399
H  -4.68161  -5.24550  -0.73188
H  4.62414  -2.89615  -2.03710
H  5.88463  1.25683  2.30917
F  -9.00753  -1.22003  -3.26572
C  5.07856  1.80829  1.81340
P  -7.44388  -1.81829  -3.15153
O  3.80881  1.27368  2.15920
C  6.43660  -1.47540  -0.81224
H  -3.01681  2.67981  1.41367
O  5.38888  -2.24125  -0.21937
H  0.64313  1.61712  1.01262
O  0.27912  2.23878  4.35685
H  0.41136  4.60658  3.13224
H  3.74612  -1.53205  -1.27912
C  4.29234  -2.46085  -1.08964
C  -6.55784  -2.60520  -4.62588
C  3.74099  -0.14387  2.15648
H  -0.12903  0.59725  3.12412
N  -0.22354  3.48470  1.52420
H  4.46368  2.52847  -0.10237
C  0.81209  3.80224  2.50761
H  1.68152  4.21489  1.98519
H  -6.85090  -2.10237  -5.59010
I  -6.70937  0.47948  -3.86344
H  3.61503  -3.16488  -0.60570
H  -0.61548  1.36729  -1.09272
O  -1.86431  1.20541  0.50394
H  -1.52011  2.84703  -0.76044
C  0.19192  2.49385  0.53332
O  -5.10807  -2.52185  -4.55015
H  6.31676  -1.38325  -1.89589
H  -3.14140  -0.97326  -0.60389
H  -5.37140  -4.87433  -3.20342
H  -3.57916  -3.25852  0.55794
H  6.60872  -0.26924  0.93359
H  2.08420  3.07893  4.05103
H  0.93521  2.94301  -0.13280
C  5.30368  1.95688  0.30445
H  6.20312  2.55745  0.13372
C  -4.69673  -2.78066  -3.22713
H  -6.80012  -3.69329  -4.69803
C  -4.05675  -1.67010  -2.51857
C  -4.48640  -4.25648  -1.20787
N  5.39534  0.73222  -0.48969
H  5.09947  2.81601  2.24026
H  4.54514  0.19929  -0.35374
H  -1.49045  1.73257  3.40861
H  1.70323  1.83141  2.89367
C  -0.60957  1.25969  3.84880
H  -1.03635  3.13637  2.01724
Br  -8.43226  -3.81413  -2.52743
C  -4.89729  -4.07402  -2.58909
H  -0.95549  0.65412  4.68923
H  7.45971  0.38463  -0.48159
H  3.42060  -0.51024  1.17889
C  -3.12084  1.81861  0.74795
C  6.54126  -0.10858  -0.14849
H  4.68659  -0.60663  2.44741
H  -3.59448  2.12800  -0.18893
H  7.36732  -2.02006  -0.62767
H  2.97718  -0.44285  2.87814
C  1.27334  2.67526  3.43722
H  -6.84062  -1.66105  -1.86990

Force components x, y, z for each atom (eV/Å):
0.093 -0.028 -0.010
-1.532 -1.893 -2.265
0.531 -0.296 0.022
-0.098 -0.891 0.514
0.008 0.288 -0.362
0.348 1.116 -0.269
-0.056 0.069 -0.032
-0.062 -0.173 -0.060
2.201 -0.875 0.040
-0.014 0.472 -0.084
-2.003 0.815 0.059
0.430 -0.201 -0.055
0.325 0.063 0.467
-0.109 0.114 -0.081
-0.109 0.083 -0.372
0.115 -0.117 -0.181
0.053 -0.127 -0.253
0.095 -0.028 0.023
-0.037 -0.012 -0.183
0.047 -0.081 0.215
1.038 -1.052 -1.328
-0.381 0.146 0.069
-0.014 0.085 -0.095
0.186 -0.126 -0.156
0.045 0.055 0.097
-0.303 0.015 0.180
0.010 -0.105 -0.027
0.082 -0.250 1.179
0.122 0.307 0.022
0.077 0.032 0.047
-0.011 0.030 -0.017
-0.304 0.277 -0.133
-0.073 0.009 0.173
-0.440 0.101 0.170
-1.165 0.148 1.210
-0.167 0.044 0.053
-0.399 -0.957 -0.269
0.470 0.622 0.811
-0.326 0.013 -1.140
0.212 -0.111 0.028
-0.032 -0.038 -0.002
0.005 -0.005 0.038
-0.286 -0.156 -0.089
0.031 -0.067 0.058
1.236 0.202 2.162
-0.248 0.948 0.323
-0.093 -1.661 1.022
0.012 1.900 -1.417
0.211 0.000 0.138
-0.042 -0.030 -0.007
0.055 0.016 -0.037
-0.042 -0.159 -0.195
-0.161 -0.007 -0.029
-0.055 0.140 0.399
0.045 0.020 -0.038
-0.014 -0.044 0.115
0.691 1.536 0.376
0.068 0.039 0.006
-0.031 0.016 0.018
0.145 -0.195 -0.015
0.087 -0.204 0.052
-0.394 -0.109 -0.205
0.030 0.022 -0.105
-0.013 0.078 0.048
-0.001 0.015 -0.035
0.038 0.077 0.024
0.138 0.300 0.132
-0.266 -0.211 -0.745

Per-atom Löwdin charges, elementary charge units: 0.087, -0.043, -0.208, 0.076, -0.086, 0.107, 0.088, 0.111, -0.428, -0.213, 0.215, -0.211, -0.212, 0.079, -0.197, 0.103, -0.176, 0.118, 0.077, -0.115, -0.420, -0.088, 0.087, -0.050, 0.116, -0.190, 0.116, 0.102, 0.476, 0.089, 0.120, -0.214, 0.122, -0.208, -0.166, 0.122, 0.090, 0.111, 0.100, 0.103, 0.124, 0.123, -0.196, 0.118, -0.331, 0.061, -0.044, -0.066, -0.053, 0.121, 0.066, 0.069, 0.081, -0.102, 0.066, 0.297, -0.050, 0.088, 0.123, 0.073, -0.116, -0.211, 0.092, 0.089, 0.120, 0.088, -0.218, -0.003

Entry 2:
C19H38CeO3P | wB97M-V/def2-TZVPD

Properties
- HOMO level (alpha / beta) (Eh) = -0.5585 / -0.5570
- 2S+1 = 2
- charge = +2
- electronic energy (hartree) = -1788.3802
- energy relative to the best compared isomer or geometry (same formula, charge and spin) (kcal per mole) = 0.0
- ⟨S²⟩ = 0.75
- largest force on an atom (eV/Å) = 4.74
- lowest unoccupied orbital energy (alpha / beta) (eV) = -7.4 / -7.3

Geometry (Å):
H  -0.70331  3.51898  3.22325
C  -0.50737  0.64814  4.61914
H  2.21575  -3.21114  -1.00828
H  3.11437  -1.86118  1.69414
C  0.24730  3.06920  -1.90706
O  0.43382  -1.40412  1.74035
O  -1.52176  1.21516  2.03183
H  -0.65943  4.47412  1.73204
C  -1.07843  -0.38956  -4.15925
Ce  -0.01779  -0.42631  -0.64361
C  -1.12297  3.59408  2.20861
H  1.20915  4.87349  -2.67026
C  0.43130  4.16143  -2.96770
H  -0.49558  4.72601  -3.11542
H  2.64095  -0.42237  2.65055
C  -0.84797  -1.19057  -2.91412
C  0.96288  0.96717  4.56721
P  -1.32847  -0.46241  2.21302
O  -0.90007  -0.46190  3.78334
H  1.84875  1.74603  -2.56402
H  -2.66942  -2.42015  0.58311
C  -1.83552  -3.05853  0.21444
H  0.71924  3.73552  -3.93556
C  1.20429  -3.49912  -0.72132
C  2.68667  -1.52075  2.64950
H  -3.84256  -2.11012  -2.41171
H  -2.20223  3.80294  2.28875
H  -3.46952  -0.39002  -2.60264
H  -1.09808  -3.17694  1.03517
H  -2.25356  -4.05659  -0.02238
H  1.57460  0.09634  4.84067
H  2.33008  2.97805  -1.39902
H  1.04486  -4.54150  -1.01553
H  2.54116  -2.04587  -2.78909
H  0.24579  2.11590  1.40359
H  -0.07687  3.54053  -0.97034
C  -1.82499  -1.56660  -1.95292
H  1.83893  -0.70711  -3.75386
C  -0.83744  2.32434  1.42334
C  1.52655  2.27853  -1.66041
C  0.20074  -2.66527  -1.42381
C  0.40683  -1.86033  -2.59055
C  -1.19378  -2.48474  -1.00337
H  1.48822  1.55550  -0.81329
H  -1.15870  -1.03991  -5.05433
H  1.61616  -2.39830  -4.27796
H  -1.12833  1.52411  4.40590
H  1.29461  -3.13847  2.81511
H  1.24642  1.32216  3.56732
H  0.89491  -1.78353  3.77652
H  -0.59635  2.42800  -2.21552
C  1.66600  -1.74052  -3.38869
H  -3.67245  -1.08463  -0.98377
C  -3.28287  -1.26664  -1.98729
H  -2.01414  0.18821  -4.08598
H  1.19392  1.77765  5.27749
H  -0.25033  0.31878  -4.35086
H  -0.77635  0.25685  5.59775
C  1.27816  -2.04057  2.78855
H  3.36453  -1.83157  3.46601
H  -1.21194  2.44355  0.39561
H  1.11165  -3.42345  0.36758

Force components x, y, z for each atom (eV/Å):
-0.159 0.015 -0.326
-0.432 0.272 0.962
0.060 -0.169 0.062
0.049 0.137 0.282
-0.397 0.212 0.246
-1.137 0.824 -0.402
0.638 -2.394 -0.508
-0.091 -0.431 0.050
-0.036 0.549 -0.198
1.465 3.333 3.040
0.052 0.305 0.306
-0.112 -0.163 -0.004
0.015 -0.042 -0.111
0.175 -0.152 0.062
0.239 -0.244 -0.023
0.502 -1.423 -0.128
0.311 0.038 -0.204
1.870 1.571 3.551
-1.043 -0.599 -2.481
0.001 -0.011 0.124
0.500 -0.564 -0.302
-0.352 -0.410 0.559
-0.031 0.047 0.162
0.231 -0.126 0.201
0.298 0.380 -0.365
0.176 0.146 0.089
0.396 -0.270 -0.101
-0.224 0.026 0.014
-0.509 -0.064 -0.484
0.154 0.437 0.166
-0.151 0.314 -0.122
-0.057 -0.295 0.020
0.168 0.047 0.137
-0.275 0.106 -0.391
-0.156 0.083 0.028
0.133 0.000 -0.177
0.926 -1.963 -0.027
-0.087 -0.540 0.130
0.095 0.433 -0.083
0.254 0.077 -0.190
-2.193 -0.347 -0.954
-1.444 -0.434 -0.335
0.651 -0.050 -1.982
0.149 0.479 -0.141
0.066 0.237 0.553
0.055 0.305 0.410
0.070 -0.267 -0.047
-0.602 0.133 -0.924
0.090 -0.096 0.152
-0.223 0.212 -0.255
0.100 -0.116 -0.029
0.481 0.200 -0.069
-0.154 0.014 -0.050
-0.052 0.334 0.152
0.395 -0.183 -0.133
-0.194 -0.307 -0.211
-0.360 -0.271 0.009
-0.007 0.307 0.150
0.142 0.639 0.525
-0.475 -0.019 -0.352
0.033 -0.136 0.157
0.012 -0.128 -0.189

Per-atom Löwdin charges, elementary charge units: 0.084, -0.235, 0.094, 0.079, -0.315, -0.491, -0.345, 0.099, 0.007, 1.397, -0.038, 0.091, -0.081, 0.089, 0.066, -0.294, -0.053, 1.166, -0.329, 0.090, 0.074, -0.036, 0.086, 0.018, -0.074, 0.123, 0.105, 0.086, 0.080, 0.124, 0.086, 0.110, 0.126, 0.094, 0.114, 0.090, -0.302, 0.094, -0.304, -0.112, -0.334, -0.314, -0.318, 0.005, 0.123, 0.125, 0.109, 0.129, 0.069, 0.094, 0.099, 0.010, 0.091, 0.015, 0.090, 0.107, 0.091, 0.136, -0.272, 0.107, 0.097, 0.077

Entry 3:
C19H38INO13PS2 | wB97M-V/def2-TZVPD

Properties
- HOMO level (Eh) = -0.4511
- charge = +1
- electronic energy (hartree) = -3214.8882
- energy relative to the best compared isomer or geometry (same formula, charge and spin) (kcal per mole) = 0.0
- largest force on an atom (eV/Å) = 0.63
- lowest unoccupied orbital energy (eV) = -4.4

Geometry (Å):
H  -4.49137  3.52945  3.09681
H  0.99082  -5.34186  -3.63240
H  -2.18155  0.27015  -5.45837
H  1.35557  -0.36432  -4.23491
H  -2.34185  -0.34569  -7.87510
H  5.53778  -1.00667  9.95329
C  4.74166  -1.27701  9.26790
C  2.33974  0.53245  0.50943
H  2.71054  -0.92062  5.00338
C  4.55574  -1.74147  6.99810
H  0.68473  2.87006  5.44771
O  3.42627  -2.13996  7.12214
C  -0.00598  0.59481  1.30933
H  -1.23152  -1.18320  -5.79192
H  3.94798  -0.53337  9.30411
P  4.21378  0.55396  0.52202
H  -2.92904  -1.94742  -7.42850
C  3.48097  -1.06158  4.24601
O  -0.90399  4.00974  4.86432
H  -0.66008  1.96098  4.72484
H  1.68459  -1.44579  1.04769
S  1.91849  1.76873  -0.78689
S  1.43948  1.06527  2.06215
O  5.34364  -1.29763  7.96541
C  0.12636  -2.64167  -4.08820
C  -4.77210  4.55300  3.34134
C  -0.73328  -4.71248  -4.76669
O  -3.58338  1.67720  -7.08910
H  -3.18426  5.47164  2.18426
C  -0.06870  2.87606  4.66603
H  1.58262  -0.99101  -2.58935
H  -0.97664  1.00219  1.56794
C  -4.44817  0.83822  -7.09073
H  -2.81461  -1.31584  -5.00205
H  -5.82003  2.87612  -6.03531
C  0.85629  -0.58622  -3.29459
C  -0.02256  -5.67801  -3.84710
C  -2.88950  -0.90527  -7.11726
O  5.22760  -1.65973  5.84207
O  -2.55064  5.20250  4.14230
H  4.02546  -3.05269  4.88797
C  -3.59846  5.49276  3.19147
H  0.40227  2.95408  3.68877
C  1.55014  -0.72869  0.23040
H  -7.19481  2.48528  -7.09849
H  -3.88937  6.51503  3.41924
H  0.41720  0.32595  -2.89602
O  -0.93877  -3.42316  -4.14502
H  0.03379  -6.65923  -4.31678
O  1.22843  -2.87901  -4.50564
H  3.00771  -1.37116  3.31568
O  -4.26141  -0.48092  -7.10683
H  2.46724  2.81072  -0.15561
C  4.49814  -2.09125  4.68957
H  1.78424  -1.25180  -0.69014
H  -0.56345  -5.77433  -2.90489
H  -5.64499  3.01541  -7.80055
O  4.60188  -0.74145  1.42981
C  -6.11494  2.45576  -6.99532
H  -0.60743  -0.66762  -0.18231
C  -2.24169  -0.77629  -5.75642
H  -5.57562  4.85917  2.67230
H  5.42174  -0.49709  1.88046
H  4.34226  -2.25585  9.52123
H  3.97150  -0.09742  4.08812
H  -1.73716  -5.06167  -4.99611
I  4.62078  -0.31208  -1.71856
N  0.14711  -0.28765  0.37794
O  -0.22567  -1.49875  -3.47098
H  5.25694  -2.24413  3.92331
H  -0.19534  -4.57574  -5.70374
C  -1.78700  4.16654  3.87046
O  -1.85328  3.44912  2.89488
H  -5.14540  4.57131  4.36520
O  -5.75743  1.07113  -7.06354

Force components x, y, z for each atom (eV/Å):
0.004 0.018 -0.044
0.012 -0.013 -0.055
0.043 0.002 -0.040
0.026 -0.065 -0.012
-0.034 0.081 0.032
0.021 0.012 -0.025
0.039 -0.015 0.100
-0.252 -0.135 -0.301
0.008 -0.099 0.020
-0.027 0.064 -0.015
-0.074 0.168 0.067
0.002 -0.015 0.001
-0.190 -0.247 0.149
-0.053 0.002 -0.065
-0.031 -0.026 -0.024
0.139 0.396 0.013
-0.083 0.000 0.003
-0.086 0.226 0.250
-0.111 -0.039 -0.143
0.033 -0.023 -0.031
0.353 -0.011 0.001
0.116 0.031 -0.115
0.336 0.484 -0.110
0.020 0.005 0.009
0.003 -0.060 -0.004
0.072 -0.125 0.114
-0.040 -0.235 -0.170
0.004 0.005 -0.023
0.050 -0.081 0.020
0.134 -0.117 0.055
0.084 -0.007 -0.243
-0.025 -0.032 0.201
-0.008 0.002 0.089
0.070 -0.091 -0.025
0.046 0.008 -0.013
-0.097 0.154 -0.015
0.051 0.128 0.146
0.184 -0.119 -0.078
0.008 0.014 -0.002
0.017 0.028 0.016
-0.032 0.030 0.082
-0.178 0.135 -0.174
0.094 -0.061 0.042
-0.088 -0.466 0.411
-0.004 -0.031 0.007
0.059 0.004 0.065
-0.059 -0.011 -0.022
0.002 0.013 0.074
-0.017 -0.008 -0.008
0.004 0.020 0.015
0.032 -0.067 0.004
-0.016 -0.003 -0.003
0.069 0.102 0.086
-0.067 -0.154 -0.184
-0.276 0.329 -0.226
-0.038 -0.055 -0.030
0.031 -0.001 0.012
-0.142 0.210 -0.055
-0.079 0.043 -0.041
-0.061 0.086 0.052
-0.145 0.169 0.006
-0.005 0.021 0.001
0.067 -0.347 0.235
-0.024 -0.002 -0.025
-0.008 -0.009 -0.065
-0.035 0.074 0.035
-0.016 -0.170 -0.005
0.058 -0.156 -0.378
0.071 -0.027 0.245
0.048 0.014 0.041
0.063 0.069 0.043
-0.048 -0.090 0.085
0.030 0.019 -0.038
-0.040 0.049 -0.016
-0.012 -0.003 -0.006

Per-atom Löwdin charges, elementary charge units: 0.072, 0.075, 0.080, 0.110, 0.127, 0.097, -0.024, -1.169, 0.080, -0.611, 0.103, 0.124, -0.347, 0.070, 0.099, 0.473, 0.125, -0.094, 0.023, 0.101, 0.135, 0.707, 1.030, 0.014, -0.632, -0.061, -0.192, 0.119, 0.123, -0.066, 0.026, 0.129, -0.614, 0.088, 0.097, -0.067, -0.060, -0.198, 0.040, 0.058, 0.130, -0.193, 0.036, -0.267, 0.095, 0.127, 0.074, 0.030, 0.086, 0.137, 0.044, 0.041, -0.097, -0.206, 0.087, 0.082, 0.097, -0.402, -0.034, 0.185, -0.060, 0.085, 0.056, 0.098, 0.077, 0.127, 0.562, 0.019, -0.027, 0.119, 0.128, -0.606, 0.087, 0.086, 0.008